Below is the ion C6H15N2 with charge +1, with properties calculated with wB97M-V/def2-TZVPD.

The geometry in XYZ format:
```
23
Properties=species:S:1:pos:R:3:forces:R:3
C 1.608647 -1.291013 -0.806285 -0.4478 0.6872 0.2808
C 0.432201 -0.783344 -1.632254 0.9986 -0.4793 -0.2526
C -0.880070 -0.802132 -0.854782 0.0253 -0.2257 -0.9395
N -0.482006 2.466068 1.015501 0.3213 -0.2309 -0.5888
C -0.516100 1.479631 0.038662 -0.3359 -0.6327 0.5734
C -0.974571 0.231398 0.240484 -0.2537 0.2871 -0.1675
C -1.792304 -0.117675 1.457210 -0.2968 -0.1983 0.1116
N 1.939636 -0.313533 0.331323 0.0297 0.1311 -0.4585
H 1.404922 -2.274158 -0.419373 0.0209 -0.2544 0.5101
H 2.530205 -1.318618 -1.354589 0.3291 -0.1159 -0.5163
H 0.738500 0.147252 -2.113564 -0.3737 0.4177 0.3215
H 0.429811 -1.441778 -2.501647 -0.4148 -0.3240 0.0652
H -1.692905 -0.770637 -1.594381 -0.0576 0.4327 0.2585
H -0.995885 -1.812321 -0.461325 0.1259 -0.0517 0.3476
H -0.615614 3.405627 0.678822 -0.0436 0.0742 0.3181
H -0.918682 2.222652 1.888017 -0.2466 0.3249 -0.0046
H -0.107230 1.735104 -0.926887 0.1386 0.3380 -0.0814
H -2.701531 0.485983 1.488708 0.0091 0.1911 0.0464
H -1.305407 0.000863 2.430439 0.1619 0.0477 -0.1038
H -2.151818 -1.145707 1.411377 0.1692 -0.0474 -0.0056
H 1.346550 -0.317482 1.165095 -0.0859 -0.4074 -0.1829
H 1.782654 0.620641 -0.059448 0.1494 0.0406 0.1590
H 2.920994 -0.406823 0.578901 0.0774 -0.0047 0.3092
```
Forces are in eV/Å.

Values from the calculation:
Orbital gap   0.310 hartree
Strongest force on any atom   1.14 eV/A
Total energy   -346.86734 a.u.
Total charge   +1
Structure (SMILES)   C/C(=C\N)CCC[NH3+]
HOMO energy   -0.4287 Eh

Below is the molecule C5H11Br2P, with properties calculated with wB97M-V/def2-TZVPD.

The geometry in XYZ format:
```
19
Properties=species:S:1:pos:R:3:forces:R:3
C 3.094478 -0.637012 0.273175 -0.9401 -1.2804 -0.0435
C 1.742257 0.147663 0.263817 0.9099 0.4016 -3.6920
C 0.327285 -0.416245 -0.015342 2.9135 -3.0132 -0.1165
C -0.786956 0.625975 -0.146247 1.4233 -1.7863 -1.5418
C -2.099574 -0.065138 -0.277193 -1.5572 1.7415 2.6407
P -3.500208 1.144537 -0.555203 0.5508 0.1579 1.8725
Br -2.393822 -1.472368 1.050602 -0.2898 0.4076 -0.3681
Br -1.893313 -1.125184 -2.322115 0.0987 -1.1962 -2.2826
H 3.316901 -1.084238 -0.786482 -0.1185 0.9035 2.1245
H 2.978109 -1.454603 1.015158 0.2904 -0.0239 -0.6223
H 3.920301 -0.010531 0.716527 -0.8296 -0.4157 -1.0276
H 1.646090 0.700275 1.096922 0.0687 1.9827 3.3335
H 1.958234 0.889054 -0.536210 -0.4729 0.0410 0.2959
H 0.186605 -1.234007 0.821607 -0.2985 1.6994 -1.7336
H 0.570828 -0.988442 -0.979876 -1.2478 0.4109 0.9912
H -0.596195 1.284512 -1.012098 -0.1728 -0.5597 -0.2479
H -0.640356 1.314196 0.616632 -0.4427 1.1894 2.1903
H -4.602991 0.456057 0.054265 0.4900 0.0219 -0.3110
H -3.227671 1.925501 0.722060 -0.3752 -0.6821 -1.4617
```
Forces are in eV/Å.

Values from the calculation:
Orbital gap (alpha / beta)   0.282 / 0.203 hartree
Spin multiplicity   3
Strongest force on any atom   4.19 eV/A
Total energy   -5686.28622 a.u.
HOMO energy (alpha / beta)   -0.2563 / -0.3477 Eh

Below is a cluster of 7 separate species, C7H30BN10O6 in total, with properties calculated with wB97M-V/def2-TZVPD.

The geometry in XYZ format:
```
54
Properties=species:S:1:pos:R:3:forces:R:3
B -0.006432 -0.483998 -0.235834 -0.2114 -0.4383 -0.3575
H -1.001582 -0.565278 -0.644844 -2.9503 -0.5044 -1.5672
H 0.071188 0.391332 0.390276 0.1750 2.9369 2.1409
H 0.196108 -1.346278 0.380346 0.8158 -3.1444 2.2988
H 0.725498 -0.428828 -1.026714 2.4448 0.1796 -2.7984
C -0.064812 -0.306138 3.672956 2.5040 0.1989 1.1775
O 1.159808 -0.278418 3.668516 0.2674 -0.2807 -0.2925
N -0.776912 -0.565058 4.761216 -1.1253 -0.7203 2.4560
N -0.836992 -0.012688 2.669566 -1.6079 0.9278 -2.6860
H -0.269052 -0.741118 5.616316 -0.3982 0.3129 -0.1029
H -1.715222 -0.192048 4.737736 0.2114 -0.3488 0.8075
H -0.399982 -0.075968 1.761206 -0.3612 -0.0565 -0.3081
H -1.835102 -0.131338 2.768516 0.2893 -0.1291 -0.4950
C 0.928028 3.430602 0.850456 1.3570 1.9514 1.3970
O 1.405068 4.557802 0.853886 0.1994 0.8767 -0.3005
N 0.966728 2.628532 -0.176814 -0.2369 -1.6384 -2.7818
N 0.456948 2.906252 1.989926 -0.9982 -0.8230 1.4466
H 1.349368 2.913332 -1.067074 -0.0393 0.2310 0.4865
H 0.578128 1.697802 -0.123534 0.4321 0.1240 -0.0624
H -0.083492 2.053502 2.018886 0.2056 0.0971 0.1756
H 0.603718 3.429482 2.841276 -0.1925 -0.0981 -0.4058
C -3.020372 1.671402 -0.682054 -3.3875 2.7665 0.0194
O -3.965762 2.454012 -0.668704 -0.2792 0.7779 0.0829
N -3.150832 0.406582 -0.558934 -2.5149 -5.6574 0.8148
N -1.769572 1.932662 -0.821664 4.4690 2.4636 -0.5513
H -4.063322 0.025252 -0.353864 0.2852 0.0507 -0.2836
H -2.341082 -0.193478 -0.624714 -0.6111 -0.2629 0.0567
H -1.211942 1.128632 -0.571304 0.6644 0.7341 -0.1828
H -1.415772 2.852522 -0.600764 -0.1257 -0.1943 -0.2162
C 0.883688 -0.104998 -4.650484 -0.2273 -3.7978 0.6420
O 0.861778 -1.335868 -4.719194 -0.0488 0.7121 -0.4772
N 0.852718 0.557402 -3.526634 -0.2478 0.8756 4.4716
N 0.940938 0.746362 -5.619814 0.4032 3.2856 -5.1032
H 0.618398 1.537302 -3.456014 -0.0776 -0.3875 -0.1578
H 0.643488 0.000552 -2.710394 0.1920 0.1313 0.1234
H 0.936398 0.545032 -6.609544 0.0742 -0.4921 0.4950
H 1.150408 1.707982 -5.392894 -0.1045 -0.3053 -0.2316
C 3.734888 -0.529568 0.014046 3.0204 -1.0584 0.5446
O 3.764688 -1.168598 -1.008534 -0.6461 -0.5111 -1.6397
N 4.858348 -0.357968 0.737876 2.1228 0.2246 0.6045
N 2.737348 -0.023388 0.645286 -4.2772 1.3290 0.2180
H 4.785038 0.196782 1.578696 0.7760 -0.3817 -0.2159
H 5.687608 -0.811878 0.382366 -0.0674 0.4113 0.4907
H 1.879038 -0.164748 0.132026 -0.1186 0.2778 0.6031
H 2.733468 0.459592 1.532306 0.0357 -0.3398 -0.2813
C -2.658002 -3.065808 0.567806 -0.7765 -0.7842 0.1346
C -1.553062 -4.004498 0.073256 -0.6142 2.0261 0.9889
O -0.967352 -3.301988 -0.998704 0.0400 -1.5413 -0.6910
H -2.271182 -2.058388 0.721346 0.0485 -0.1327 0.2625
H -3.119382 -3.466698 1.470316 -0.0076 0.2177 0.3365
H -3.458412 -3.003658 -0.169464 0.0257 0.0658 -0.1989
H -1.979552 -4.987878 -0.124644 0.4156 0.0446 -0.6697
H -0.850862 -4.059708 0.905096 0.3445 -0.5504 0.0537
H -0.722762 -2.464428 -0.598364 0.4342 0.3483 -0.2715
```
Forces are in eV/Å.

Values from the calculation:
Orbital gap   0.343 hartree
Strongest force on any atom   6.24 eV/A
Total energy   -1308.66279 a.u.
Total charge   -1
HOMO energy   -0.2494 Eh

Below is a cluster of 2 separate species, C10H18Cl3F3NO3S in total, with properties calculated with wB97M-V/def2-TZVPD.

The geometry in XYZ format:
```
39
Properties=species:S:1:pos:R:3:forces:R:3
C -2.625348 1.143708 4.226717 0.0320 0.0593 -0.0374
C -2.969459 1.115115 2.742439 -0.0230 -0.1042 0.1107
O -2.010608 1.842737 1.964889 -0.1502 0.1470 -0.1519
C -1.083941 1.109202 1.226892 0.0999 -0.0541 0.0296
C -1.148628 1.664998 -0.194286 0.2464 -0.1912 0.2165
N -0.157948 1.038302 -1.132608 -0.0481 0.1839 -0.2408
C 1.318229 1.113004 -0.761610 0.1078 0.0030 -0.1564
C 1.825336 -0.319636 -0.864785 -0.0617 0.2173 -0.1024
C 0.900053 -0.963913 -1.915837 -0.0170 -0.0585 0.6272
S 1.361461 -0.427389 -3.559607 -0.3299 -0.0262 0.0460
O 2.769882 -0.505076 -3.723223 0.3206 0.0107 -0.0097
O 0.625365 0.795079 -3.767433 0.0993 0.0983 -0.2099
C 0.624786 -1.720787 -4.674735 0.0529 0.0519 -0.0334
F 1.135641 -1.577466 -5.877935 -0.0634 -0.0229 0.0751
F -0.693106 -1.576247 -4.708653 -0.0964 0.0064 0.0179
F 0.919940 -2.917846 -4.179604 0.0467 -0.0400 -0.0474
C -0.449912 -0.392602 -1.496093 0.1267 -0.1407 0.2798
H -2.898934 0.210113 4.715476 -0.0683 0.0103 0.0210
H -3.130746 1.961924 4.735909 0.0181 0.0091 0.0054
H -1.553833 1.293775 4.355426 0.0418 -0.0954 -0.0058
H -3.036798 0.087154 2.372156 0.0808 0.0154 -0.0210
H -3.932381 1.586707 2.552056 -0.0113 0.0117 0.0162
H -0.078106 1.236331 1.642155 -0.0089 -0.0191 0.0209
H -1.303859 0.035687 1.247702 -0.0637 0.0228 -0.0021
H -2.139424 1.505009 -0.615918 -0.0074 0.0501 -0.0351
H -0.929134 2.730239 -0.175506 -0.0791 0.0523 0.0010
H -0.220020 1.554644 -2.014285 -0.0613 -0.1125 -0.0411
H 1.465694 1.576200 0.207811 -0.1563 -0.0444 0.0538
H 1.783803 1.734306 -1.524359 0.0245 0.0851 0.0891
H 1.669183 -0.869487 0.061346 0.0755 0.1069 0.0217
H 2.885674 -0.333824 -1.106346 -0.0337 -0.1582 -0.1122
H 0.918339 -2.046188 -1.806398 0.0669 -0.0587 -0.3666
H -1.260507 -0.429692 -2.217409 0.0436 0.0096 -0.0861
H -0.734329 -0.914583 -0.584323 -0.1814 0.0485 -0.0276
C 2.541596 -2.088546 2.986754 -0.0386 -0.0397 -0.0678
Cl 1.851874 -2.708042 4.465965 -0.0186 0.0137 0.0181
Cl 1.895644 -2.950616 1.574219 0.0102 -0.0986 0.0770
Cl 2.252252 -0.346817 2.821910 0.0211 0.0361 0.0276
H 3.612269 -2.245476 3.001132 0.0037 0.0150 -0.0001
```
Forces are in eV/Å.

Values from the calculation:
Orbital gap   0.394 hartree
Strongest force on any atom   0.63 eV/A
Total energy   -2750.39226 a.u.
Total charge   +1
HOMO energy   -0.4867 Eh